Entry 1:
Density functional theory data (wB97M-V/def2-TZVPD) for C2H4N2O2 in the gas phase at a distorted geometry.

SMILES: [H]/N=C/N(O)C=O
Orbital gap, eV: 9.3
Multiplicity: 1
HOMO, hartree: -0.3520

Each atom is followed by the atoms it is bonded to, with distances in Å.
Atoms and positions in Å:
1 H -2.488 -1.364 -0.176  N2 1.105
2 N -1.759 -0.560 -0.382  H1 1.105, C3 1.428
3 C -0.469 -0.805 0.182  N2 1.428, N4 1.487, H8 1.209
4 N 0.321 0.423 -0.099  C3 1.487, O5 1.426, C6 1.309
5 O -0.438 1.630 -0.144  N4 1.426, H9 1.114
6 C 1.629 0.439 -0.074  N4 1.309, O7 1.305, H10 1.062
7 O 2.344 -0.630 -0.297  C6 1.305
8 H 0.137 -1.771 0.584  C3 1.209
9 H -1.442 1.317 0.225  O5 1.114
10 H 2.166 1.319 0.180  C6 1.062

The molecule's Löwdin atomic charges, reported in e, are given here: H 0.08; N 0.02; C -0.06; N -0.15; O -0.06; C -0.26; O -0.06; H 0.18; H 0.18; H 0.13

Entry 2:
Density functional theory data (wB97M-V/def2-TZVPD) for 2 unconnected molecules or ions with the total composition C2H4N2O2 at a distorted geometry.

Orbital gap (spin up / spin down), eV: 9.1 / 9.1
Multiplicity: 1
HOMO (spin up / spin down), hartree: -0.3293 / -0.3293

Each atom is followed by the atoms it is bonded to, with distances in Å.
Atoms and positions in Å:
1 C 1.078 -0.755 -0.112  N4 1.320, H9 1.084, H10 1.081
2 C -0.911 0.361 0.684  O3 1.363, O6 1.202, H8 1.172
3 O -0.344 1.592 0.819  C2 1.363, H7 0.967
4 N 0.585 -0.842 -1.333  C1 1.320, N5 1.144
5 N -0.221 -0.418 -2.026  N4 1.144
6 O -1.122 -0.369 1.615  C2 1.202
7 H -0.496 2.161 0.052  O3 0.967
8 H -1.505 0.269 -0.323  C2 1.172
9 H 2.136 -0.535 -0.031  C1 1.084
10 H 0.800 -1.464 0.655  C1 1.081

The molecule's Löwdin atomic charges, reported in e, are given here: C -0.06; C -0.48; O 0.06; N -0.13; N 0.17; O 0.05; H 0.11; H 0.14; H 0.08; H 0.08

Entry 3:
Density functional theory data (wB97M-V/def2-TZVPD) for 2 unconnected molecules or ions with the total composition C2H4N2O2 at a distorted geometry.

Orbital gap (spin up / spin down), eV: 8.9 / 8.1
Multiplicity: 1
HOMO (spin up / spin down), hartree: -0.3138 / -0.2854

Each atom is followed by the atoms it is bonded to, with distances in Å.
Atoms and positions in Å:
1 C -1.206 0.092 0.447  C2 1.519, O5 1.176
2 C -0.021 -0.843 0.274  C1 1.519, O6 1.380, H7 1.107, H8 1.084
3 N 0.473 2.578 -1.293  N4 1.170, H9 1.025
4 N 0.328 2.446 -0.140  N3 1.170
5 O -2.371 -0.033 0.354  C1 1.176
6 O -0.288 -2.039 -0.362  C2 1.380, H10 1.000
7 H 0.314 -0.966 1.322  C2 1.107
8 H 0.582 -0.403 -0.511  C2 1.084
9 H -0.122 1.983 -1.879  N3 1.025
10 H -1.013 -2.651 -0.046  O6 1.000

The molecule's Löwdin atomic charges, reported in e, are given here: C -0.17; C -0.28; N -0.04; N 0.04; O 0.09; O -0.07; H 0.13; H 0.11; H 0.05; H 0.13

Entry 4:
Density functional theory data (wB97M-V/def2-TZVPD) for 2 unconnected molecules or ions with the total composition C2H4N2O2 at a distorted geometry.

SMILES: N=C=O.C=NO
Orbital gap, eV: 11.4
Multiplicity: 1
HOMO, hartree: -0.3947

Each atom is followed by the atoms it is bonded to, with distances in Å.
Atoms and positions in Å:
1 N 1.817 -0.499 -0.648  C2 1.191, H4 1.003
2 C 2.784 -0.177 -0.033  N1 1.191, O3 1.158
3 O 3.822 0.064 0.421  C2 1.158
4 H 0.820 -0.444 -0.556  N1 1.003
5 C -1.879 -0.592 0.425  N6 1.258, H8 1.085, H9 1.078
6 N -1.115 0.120 -0.276  C5 1.258, O7 1.390
7 O -1.239 1.491 -0.082  N6 1.390, H10 0.968
8 H -2.598 -0.200 1.138  C5 1.085
9 H -1.797 -1.661 0.312  C5 1.078
10 H -0.616 1.899 -0.700  O7 0.968

The molecule's Löwdin atomic charges, reported in e, are given here: N 0.20; C -0.43; O 0.15; H 0.02; C -0.02; N -0.12; O -0.05; H 0.08; H 0.07; H 0.10